{"formula": "C32H35IrN6O2P", "method": "ωB97M-V/def2-TZVPD", "charge": 2, "e_above_lowest_ev": 0.775, "energy_ev": -58903.70205, "homo_lumo_gap_ev": [7.98, 6.63], "multiplicity": 2, "symbols": ["Ir", "C", "C", "C", "C", "C", "C", "N", "C", "C", "C", "C", "C", "N", "C", "C", "C", "C", "C", "C", "N", "H", "H", "H", "H", "H", "H", "H", "H", "H", "H", "H", "H", "H", "H", "H", "C", "H", "H", "H", "C", "P", "C", "C", "H", "H", "H", "H", "H", "H", "H", "H", "H", "N", "C", "C", "C", "N", "H", "H", "H", "H", "O", "C", "N", "C", "O", "C", "C", "C", "C", "C", "C", "H", "H", "H", "H"], "xyz": [[0.633, 0.017, -0.285], [3.854, -0.986, -1.269], [3.038, -0.282, -2.308], [3.593, -0.218, -3.582], [2.987, 0.511, -4.579], [1.861, 1.243, -4.252], [1.350, 1.162, -2.970], [1.869, 0.347, -2.023], [0.266, 2.053, -2.526], [-0.344, 2.972, -3.359], [-1.288, 3.827, -2.820], [-1.568, 3.757, -1.472], [-0.927, 2.808, -0.685], [-0.035, 1.959, -1.225], [-1.128, 2.759, 0.782], [-2.128, 3.480, 1.413], [-2.153, 3.484, 2.798], [-1.169, 2.797, 3.477], [-0.218, 2.061, 2.771], [0.859, 1.354, 3.546], [-0.230, 2.022, 1.433], [4.321, -1.870, -1.696], [3.309, -1.249, -0.374], [4.667, -0.319, -0.969], [4.519, -0.746, -3.766], [3.404, 0.550, -5.576], [1.403, 1.889, -4.984], [-0.092, 3.034, -4.405], [-1.780, 4.561, -3.444], [-2.261, 4.454, -1.028], [-2.877, 4.018, 0.853], [-2.920, 4.027, 3.332], [-1.121, 2.817, 4.558], [0.429, 0.801, 4.380], [1.537, 2.097, 3.971], [1.446, 0.677, 2.936], [2.331, 0.797, 0.569], [2.806, 0.044, 1.197], [2.008, 1.633, 1.170], [3.016, 1.132, -0.195], [2.114, -3.429, -0.424], [0.768, -2.301, -0.908], [0.731, -2.602, -2.701], [-0.722, -3.173, -0.363], [1.677, -4.429, -0.463], [2.484, -3.237, 0.575], [2.925, -3.387, -1.140], [1.044, -3.636, -2.850], [1.403, -1.956, -3.260], [-0.278, -2.488, -3.083], [-0.705, -4.146, -0.858], [-1.615, -2.633, -0.660], [-0.730, -3.333, 0.711], [-2.634, -0.295, -1.159], [-3.574, -0.379, -2.108], [-2.925, -0.474, -3.322], [-1.571, -0.432, -2.993], [-1.393, -0.335, -1.672], [-2.755, -0.136, -0.152], [-4.622, -0.353, -1.859], [-3.367, -0.552, -4.300], [-0.724, -0.459, -3.658], [-2.635, 0.263, 1.433], [-1.710, -0.342, 1.940], [-0.528, -0.715, 1.286], [0.230, -1.453, 2.186], [1.372, -1.803, 1.944], [-0.535, -1.663, 3.433], [-0.245, -2.377, 4.577], [-1.181, -2.313, 5.609], [-2.341, -1.552, 5.488], [-2.626, -0.843, 4.321], [-1.698, -0.926, 3.305], [0.664, -2.954, 4.673], [-1.004, -2.863, 6.523], [-3.036, -1.514, 6.316], [-3.525, -0.250, 4.221]], "atomic_forces_ev_per_a": [[-0.578, 0.269, -2.104], [-0.005, 0.035, 0.059], [0.033, 0.137, 0.088], [0.010, -0.018, -0.018], [0.020, 0.003, -0.033], [-0.019, -0.011, 0.021], [-0.122, 0.039, -0.115], [0.213, -0.061, -0.190], [0.081, -0.048, 0.066], [0.006, -0.038, 0.022], [-0.041, 0.044, -0.021], [0.030, -0.010, -0.042], [0.009, -0.092, 0.002], [-0.268, 0.000, 0.497], [-0.017, -0.065, -0.188], [-0.019, -0.022, -0.020], [0.020, -0.025, 0.004], [-0.058, -0.015, 0.038], [-0.016, 0.030, -0.036], [0.008, -0.002, -0.018], [0.189, 0.383, 0.438], [0.015, -0.018, -0.015], [0.003, -0.033, 0.013], [-0.018, 0.007, 0.012], [-0.006, -0.007, 0.004], [0.000, -0.003, 0.003], [0.008, -0.003, 0.004], [-0.002, 0.008, 0.008], [-0.006, -0.007, -0.003], [0.008, -0.006, 0.012], [-0.002, 0.006, 0.018], [0.012, 0.015, 0.001], [-0.023, -0.011, -0.001], [-0.007, 0.018, 0.008], [0.021, -0.003, -0.016], [-0.045, -0.009, 0.038], [0.193, -0.562, 0.651], [0.007, 0.099, 0.062], [0.023, 0.107, -0.028], [0.080, 0.141, -0.005], [-0.012, 0.068, 0.124], [-0.113, -0.265, 0.091], [-0.033, 0.096, -0.043], [0.015, -0.042, 0.013], [-0.017, 0.009, 0.018], [-0.006, 0.019, 0.095], [0.012, -0.015, -0.057], [0.008, -0.007, 0.026], [0.028, -0.005, -0.025], [-0.009, -0.047, 0.015], [-0.023, 0.002, -0.012], [-0.009, -0.002, 0.000], [0.048, -0.016, 0.032], [-0.059, -0.172, -0.107], [0.043, 0.041, -0.004], [0.017, 0.058, -0.001], [0.072, 0.038, -0.041], [-0.024, -0.152, 0.064], [0.026, 0.154, 0.088], [0.001, -0.012, 0.003], [0.003, -0.010, -0.001], [-0.007, -0.013, -0.016], [-0.048, 0.188, 0.117], [-0.037, -0.356, -0.384], [0.293, 0.312, 0.860], [0.235, 0.046, 0.072], [-0.073, -0.215, -0.136], [-0.013, 0.007, -0.008], [-0.001, 0.004, 0.013], [-0.007, 0.006, -0.009], [0.006, 0.005, -0.006], [0.004, -0.003, 0.023], [-0.049, 0.025, -0.001], [0.001, 0.001, -0.010], [0.009, 0.021, 0.012], [-0.005, -0.013, -0.002], [-0.016, -0.028, -0.017]], "lowdin_charge": [1.360, -0.043, -0.304, 0.004, 0.008, 0.024, -0.199, -0.028, -0.215, 0.027, 0.011, 0.036, -0.156, 0.059, -0.221, 0.011, -0.006, 0.010, -0.290, 0.000, 0.096, 0.097, 0.028, 0.120, 0.137, 0.135, 0.120, 0.120, 0.133, 0.121, 0.117, 0.127, 0.133, 0.094, 0.110, 0.048, -0.179, 0.030, 0.008, 0.019, -0.205, 0.828, -0.199, -0.202, 0.075, 0.049, 0.043, 0.075, 0.040, 0.038, 0.074, 0.041, 0.058, 0.021, -0.050, -0.023, -0.173, -0.074, 0.088, 0.135, 0.111, 0.103, 0.076, -0.393, -0.050, -0.488, 0.023, -0.112, 0.027, -0.029, -0.029, 0.026, -0.104, 0.131, 0.119, 0.119, 0.130]}